C22H48BFNbO14S5 | ωB97M-V/def2-TZVPD

Structure (ORCA input):
```
! wB97M-V def2-TZVPD RIJCOSX def2/J DEFGRID3
* xyz -1 1
O -4.71 -3.88 -2.98
C -4.38 -3.90 -4.17
F -3.81 -2.68 -4.66
C -4.47 -5.12 -5.20
Nb -5.98 -6.74 -4.63
O -7.59 -5.78 -5.58
B -8.06 -4.63 -4.87
O -8.43 -4.57 -3.48
O -8.25 -3.40 -5.62
H -4.63 -4.75 -6.26
H -3.43 -5.59 -5.20
H -6.28 -5.96 -3.03
H -7.10 -8.09 -4.13
H -5.58 -7.62 -6.19
H -4.64 -7.69 -3.82
H -7.62 -4.25 -3.03
H -8.00 -3.60 -6.54
C -6.29 -0.83 -0.08
C -6.66 -0.70 1.40
C -6.97 -2.11 1.93
S -6.01 -3.23 0.92
O -6.92 -4.05 0.16
O -4.94 -3.80 1.73
C -5.31 -1.99 -0.16
H -5.86 0.09 -0.47
H -7.19 -1.06 -0.66
H -5.82 -0.28 1.95
H -7.51 -0.03 1.55
H -6.68 -2.22 2.97
H -8.02 -2.36 1.81
H -5.20 -2.40 -1.18
H -4.34 -1.71 0.24
C 0.40 -1.10 2.20
C -0.08 -2.26 1.34
C -1.21 -1.74 0.44
S -0.88 0.01 0.20
O -1.94 0.76 0.83
O -0.48 0.23 -1.17
C 0.56 0.08 1.25
H 1.34 -1.33 2.71
H -0.35 -0.87 2.96
H 0.74 -2.63 0.71
H -0.42 -3.10 1.94
H -1.22 -2.24 -0.53
H -2.18 -1.84 0.92
H 0.60 1.04 1.76
H 1.44 -0.04 0.61
C 3.65 4.89 2.42
C 4.99 4.23 2.10
C 5.10 2.96 2.95
S 3.42 2.41 3.24
O 3.13 2.53 4.65
O 3.18 1.19 2.50
C 2.62 3.77 2.39
H 3.40 5.68 1.70
H 3.69 5.34 3.42
H 5.02 3.96 1.04
H 5.83 4.90 2.29
H 5.65 2.18 2.43
H 5.56 3.17 3.92
H 1.69 4.02 2.89
H 2.42 3.45 1.36
C 1.80 -0.34 -5.66
C 1.43 -0.21 -4.18
C 1.13 -1.62 -3.65
S 2.10 -2.74 -4.66
O 1.19 -3.56 -5.42
O 3.16 -3.31 -3.86
C 2.78 -1.50 -5.74
H 2.23 0.58 -6.05
H 0.90 -0.57 -6.24
H 2.28 0.21 -3.63
H 0.58 0.45 -4.03
H 1.43 -1.73 -2.61
H 0.08 -1.87 -3.77
H 2.89 -1.90 -6.75
H 3.76 -1.21 -5.34
C 7.50 7.25 4.68
C 7.13 7.38 6.16
C 6.83 5.97 6.68
S 7.80 4.85 5.67
O 6.90 4.03 4.90
O 8.86 4.29 6.47
C 8.49 6.10 4.60
H 7.93 8.18 4.29
H 6.61 7.02 4.09
H 7.98 7.80 6.71
H 6.28 8.04 6.31
H 7.12 5.86 7.72
H 5.78 5.71 6.55
H 8.60 5.70 3.59
H 9.47 6.38 5.00
*
```

Results
HOMO-LUMO gap = 0.225 Eh
E_tot = -111376.158 eV
LUMO energy = 1.0 eV
Highest occupied orbital energy = -5.07 eV

These are the Mulliken partial charges, in e, on atoms 1 to 6: -0.535 0.605 -0.291 -0.815 -0.490 -0.897